Formula: C7H17NO
Source: the OMol25 dataset
Level of theory: ωB97M-V with the def2-TZVPD basis set

XYZ file:
```
26
Properties=species:S:1:pos:R:3:forces:R:3:mulliken_charge:R:1
C 0.6641 -2.8749 0.1164 -0.3 0.2 -0.2 -0.45
C -0.6535 -3.3933 -0.4520 -1.8 0.2 -0.1 -0.89
H 0.9315 -3.5546 0.9155 0.8 -0.3 -0.2 0.34
H 1.3925 -2.7738 -0.7006 0.2 -0.2 0.6 0.27
H 0.6135 -1.9040 0.6351 -0.4 -0.2 -0.5 -0.11
H -0.6331 -3.9430 -1.4007 0.7 0.0 0.2 0.31
H -1.1632 -4.0800 0.2429 0.3 0.2 -0.1 0.28
H -1.4117 -2.6164 -0.6553 0.4 0.0 0.2 0.23
C 0.9950 2.0608 0.0437 -0.8 1.0 -0.1 -0.73
C 1.9946 1.0304 0.5090 0.7 -1.3 1.0 -0.87
C -0.8435 1.9869 1.7268 -0.2 -3.2 -0.4 -1.06
C -1.0408 0.9069 -1.9130 0.5 0.6 0.1 -1.14
C -1.2059 0.9234 -0.4073 -1.2 -0.6 -0.2 0.97
O -2.2231 0.4238 0.0739 0.2 -0.1 -0.4 -0.69
N -0.3392 1.5920 0.3811 -0.1 1.3 1.1 0.07
H 1.1469 3.0569 0.5316 0.0 -0.9 0.1 0.32
H 0.9752 2.4006 -1.0031 0.6 -0.9 0.1 0.47
H 1.6556 -0.0004 0.6336 -1.0 0.0 -1.2 0.06
H 2.2359 1.0539 1.5824 0.5 1.3 -0.2 0.35
H -0.9899 3.0502 1.7419 -0.4 0.4 0.3 0.33
H -0.0041 1.1184 -2.1926 -0.3 -0.1 -0.3 0.33
H -1.6895 1.7243 -2.2742 0.3 -0.2 0.0 0.27
H 2.8858 0.8911 -0.0784 0.5 0.6 -0.1 0.38
H -1.7487 1.2905 1.8160 0.9 1.8 0.3 0.35
H -0.1444 1.6366 2.5128 -0.1 0.5 -0.4 0.32
H -1.3999 -0.0061 -2.3855 0.1 -0.1 0.4 0.31
```
Positions in Å, forces in eV/Å.

Properties
- energy (eV) = -11071.475
- E_LUMO (eV) = 0.874
- HOMO (eV) = -9.16
- structure (SMILES) = CCN(C)C(C)=O.CC
- HOMO-LUMO gap (eV) = 10.0
- ΔE to the lowest compared entry with this formula, charge and spin (eV) = 1.664



Formula: C7H17NO
Source: the OMol25 dataset
Level of theory: ωB97M-V with the def2-TZVPD basis set

XYZ file:
```
26
Properties=species:S:1:pos:R:3:forces:R:3:mulliken_charge:R:1
C 0.9215 0.2475 0.7494 -0.3 -0.2 0.2 1.42
C 1.7200 -0.8374 0.0223 -0.1 0.1 0.1 -1.71
C 0.5429 -0.2027 2.1653 0.2 0.0 -0.1 -1.55
C 1.7578 1.5321 0.8139 -0.2 -0.1 -0.1 -1.75
N -0.3166 0.5954 -0.0220 -0.2 0.1 1.0 -0.32
H -0.6672 1.4893 0.3177 0.0 -0.1 0.2 0.40
H -0.5381 0.8008 -1.2873 -1.9 -0.9 -2.2 0.38
H 2.6935 -0.9484 0.5006 0.0 0.0 0.0 0.45
H 1.8832 -0.5639 -1.0207 0.0 0.0 0.0 0.38
H 1.2233 -1.8037 0.0581 0.0 0.0 0.0 0.36
H 1.4431 -0.4095 2.7460 0.0 0.0 0.0 0.46
H 1.2196 2.3258 1.3362 0.0 0.0 0.0 0.45
H -0.0586 -1.1105 2.1463 0.0 0.0 0.0 0.31
H -0.0316 0.5691 2.6788 0.0 0.0 0.0 0.38
H 2.0101 1.8815 -0.1881 0.0 0.0 0.0 0.41
H 2.6851 1.3494 1.3574 0.0 0.0 0.0 0.42
C -1.3842 -1.6941 -0.5097 -0.2 0.2 -0.3 -1.30
C -1.5532 0.6953 -2.3585 1.4 0.9 0.2 -1.26
C -1.5867 -0.2643 -0.0827 0.5 0.1 1.9 0.51
O -2.5781 0.1559 0.4668 0.9 -0.3 -0.9 -0.58
H -0.6285 -1.7956 -1.2833 0.0 0.1 0.0 0.38
H -1.1001 -2.2978 0.3569 0.0 0.1 0.0 0.33
H -2.3602 -0.0136 -2.5353 0.1 -0.3 0.3 0.31
H -0.9350 0.6865 -3.2641 -0.1 0.1 -0.1 0.34
H -2.0262 1.6763 -2.2784 -0.1 0.2 -0.2 0.36
H -2.3358 -2.0634 -0.8856 0.0 0.0 0.0 0.43
```
Positions in Å, forces in eV/Å.

Properties
- energy (eV) = -11069.922
- E_LUMO (eV) = 0.640
- HOMO (eV) = -7.74
- HOMO-LUMO gap (eV) = 8.4
- ΔE to the lowest compared entry with this formula, charge and spin (eV) = 3.217



Formula: C7H17NO2
Source: the OMol25 dataset
Level of theory: ωB97M-V with the def2-TZVPD basis set

XYZ file:
```
27
Properties=species:S:1:pos:R:3:forces:R:3:mulliken_charge:R:1
C -1.5338 0.8146 -0.3451 0.0 0.0 0.1 0.29
C -2.3217 0.4270 0.9206 0.0 0.0 -0.2 -0.40
C -0.5641 1.9584 -0.0482 -0.1 -0.1 0.0 -1.39
C -3.3818 -0.6483 0.6881 0.1 0.1 0.0 -1.27
N -0.7835 -0.2928 -0.9527 -0.1 0.1 0.0 -0.47
H -2.2531 1.1583 -1.0983 0.0 0.0 0.0 0.35
H -1.4065 -1.0323 -1.2551 0.0 0.0 0.0 0.22
H -0.1321 -0.6865 -0.2752 -0.1 0.0 0.0 0.20
H -2.8023 1.3257 1.3212 0.0 0.0 0.0 0.34
H -1.6087 0.0871 1.6803 0.0 0.0 0.0 0.25
H -0.0456 2.2676 -0.9564 0.0 0.0 0.0 0.32
H -1.0909 2.8222 0.3612 0.0 0.0 0.0 0.45
H 0.1861 1.6387 0.6792 0.0 0.0 0.0 0.21
H -3.9434 -0.8515 1.6015 0.0 0.0 0.0 0.38
H -4.0950 -0.3360 -0.0796 0.0 0.0 0.0 0.30
H -2.9339 -1.5910 0.3664 0.0 0.0 0.0 0.31
C 2.7942 -0.9145 1.4477 0.0 0.1 -0.1 -0.73
C 2.3382 0.0327 -1.8617 -0.3 0.0 -0.3 -1.07
C 2.7771 -1.1937 -1.4058 1.0 -0.2 -0.3 0.92
O 1.9102 -0.6726 0.3763 0.0 0.8 -0.6 -0.66
O 3.4675 -2.1131 -1.2846 -0.7 0.5 0.1 -0.36
H 3.7076 -0.3086 1.3777 -0.1 0.0 0.0 0.30
H 2.3027 -0.6982 2.4016 0.1 0.0 0.0 0.27
H 3.0914 -1.9699 1.4468 0.0 0.0 0.0 0.25
H 1.2489 0.0947 -1.9487 0.0 0.0 0.2 0.22
H 2.1865 0.2362 -0.4553 0.0 -1.0 1.1 0.42
H 2.8858 0.4458 -2.7020 0.1 -0.1 0.0 0.36
```
Positions in Å, forces in eV/Å.

Properties
- energy (eV) = -13116.986
- E_LUMO (eV) = 0.796
- HOMO (eV) = -9.06
- HOMO-LUMO gap (eV) = 9.9
- ΔE to the lowest compared entry with this formula, charge and spin (eV) = 3.755



Formula: C7H17NO3
Source: the OMol25 dataset
Level of theory: ωB97M-V with the def2-TZVPD basis set

XYZ file:
```
28
Properties=species:S:1:pos:R:3:forces:R:3:mulliken_charge:R:1
C -1.6457 2.9413 1.5018 1.1 0.2 -0.3 -0.44
C -1.5403 1.7092 0.6201 -0.9 -0.1 -0.1 -0.22
C -0.9459 1.8839 -0.7463 -0.3 -0.2 -1.1 0.00
C -0.1629 -1.9522 -1.2652 -0.8 -0.1 -0.9 -0.48
C 0.7469 -1.4917 -0.1471 -1.5 0.2 0.5 0.46
C 1.6690 -2.5749 0.3801 0.5 0.0 -0.2 -0.46
C 1.9834 -0.8276 -0.7021 0.5 1.6 -0.2 -0.63
H -1.8946 1.7693 3.0523 0.0 0.3 -0.2 0.31
H -0.6183 3.3684 1.6510 -0.7 -0.3 0.1 0.26
H -2.2382 3.7381 1.0293 0.0 -0.3 0.2 0.30
H -2.5734 1.3343 0.4356 0.6 0.1 0.3 0.26
H -0.9849 0.9367 1.1707 -0.1 0.1 -0.1 0.05
H -1.5177 2.6433 -1.3341 0.2 -0.4 0.4 0.39
H -1.0408 0.9092 -1.2725 0.0 0.6 0.2 -0.10
H 0.8903 1.9689 -1.4892 -0.7 0.3 0.8 0.31
H -0.9044 -3.2374 -0.0105 -0.3 -0.1 -0.7 0.34
H -0.8058 -1.1175 -1.6339 0.4 -0.4 0.4 0.08
H 0.4352 -2.2707 -2.1238 0.2 0.0 0.1 0.29
H 0.1698 -0.9505 0.6206 0.2 -0.1 -0.3 0.08
H 1.3742 -3.5804 0.1556 -0.1 -0.7 0.1 0.28
H 1.9406 -2.4529 1.4262 -0.2 -0.1 0.2 0.35
H 3.6067 -2.0196 -0.0314 0.2 0.4 -0.4 0.25
H 1.8693 -0.4790 -1.7430 0.3 -0.1 0.2 0.23
H 2.3537 0.0200 -0.0943 -0.2 -0.3 -0.2 0.24
N 2.7256 -2.0668 -0.5249 0.4 -0.9 0.2 -0.50
O -2.2725 2.5961 2.7202 -0.1 0.1 0.3 -0.50
O 0.4116 2.2613 -0.6829 1.0 -0.2 -0.4 -0.59
O -1.0309 -3.0588 -0.9623 0.5 0.4 1.1 -0.54
```
Positions in Å, forces in eV/Å.

Properties
- energy (eV) = -15165.167
- E_LUMO (eV) = 0.633
- HOMO (eV) = -9.23
- structure (SMILES) = OCC1CNC1.OCCCO
- HOMO-LUMO gap (eV) = 9.9
- ΔE to the lowest compared entry with this formula, charge and spin (eV) = 1.838



Formula: C7H17NPS
Source: the OMol25 dataset
Level of theory: ωB97M-V with the def2-TZVPD basis set

XYZ file:
```
27
Properties=species:S:1:pos:R:3:forces:R:3:mulliken_charge:R:1
C 0.0024 2.5620 -0.9611 0.2 -2.9 -4.2 -1.58
C -1.8262 0.5232 1.4375 1.0 2.5 -1.0 -1.15
C -0.2015 -1.7693 -1.3659 -1.3 -1.5 -2.2 -0.91
C 0.4953 -2.0223 0.8589 0.6 -0.8 -0.5 -1.14
C 0.0183 1.0219 -1.2551 -2.1 0.8 -0.5 -0.54
C -0.3155 0.7374 1.6185 0.9 -2.3 -1.1 -0.66
C 0.7654 0.3075 -0.1945 -2.1 -0.7 2.8 -0.06
N 0.7703 -1.2010 -0.3851 0.5 -1.6 -0.7 0.32
P 2.2798 0.9351 0.6048 0.7 0.0 -0.4 0.23
S 3.6258 -0.4241 0.3613 -0.3 0.1 0.1 -0.23
H 0.1306 3.0395 -1.9145 0.5 0.5 -0.3 0.37
H 0.7891 2.6879 -0.3639 3.0 1.6 2.4 0.49
H -0.8572 2.9594 -0.6098 -2.8 0.7 1.6 0.40
H -2.5750 0.7356 2.1863 0.6 0.5 1.1 0.42
H -2.1094 -0.3959 1.1122 -0.3 -3.3 -0.7 0.25
H -2.1728 1.1245 0.5922 0.2 0.4 0.0 0.26
H -0.2733 -1.2161 -2.3107 0.0 0.4 0.7 0.41
H 0.0271 -2.7993 -1.8170 0.6 1.2 1.5 0.34
H -1.2137 -1.9204 -0.9392 0.7 0.6 0.0 0.33
H 0.7113 -3.0881 0.6719 -0.5 0.5 -0.3 0.41
H 1.0595 -1.7936 1.7032 1.9 0.8 0.9 0.39
H -0.4709 -1.8084 1.2668 -1.0 -0.3 -0.8 0.39
H -1.0725 0.7142 -1.2631 1.2 -0.1 0.0 0.30
H 0.3910 0.7710 -2.2778 0.0 0.4 0.7 0.47
H 0.2667 0.0237 2.2748 -1.1 1.0 -0.5 0.55
H 0.0110 1.7382 1.7763 0.0 0.7 0.1 0.59
H 1.7444 -1.4424 -0.8071 -1.3 0.5 1.4 0.35
```
Positions in Å, forces in eV/Å.

Properties
- energy (eV) = -29138.789
- E_LUMO (eV) = -4.968
- HOMO (eV) = -12.77
- HOMO-LUMO gap (eV) = 7.8
- ΔE to the lowest compared entry with this formula, charge and spin (eV) = 2.679
- net charge = +1



Formula: C7H18
Source: the OMol25 dataset
Level of theory: ωB97M-V with the def2-TZVPD basis set

XYZ file:
```
25
Properties=species:S:1:pos:R:3:forces:R:3:mulliken_charge:R:1
C -0.3108 0.1258 1.7086 0.8 0.6 -2.5 0.89
C -0.0781 0.0587 3.1604 2.0 2.3 1.1 -1.57
C 0.6969 -1.0522 1.0166 -1.6 1.7 2.7 -1.18
C -1.7144 -0.2325 1.4141 -4.6 0.5 -2.1 -1.20
H -0.1796 1.2190 1.2016 0.5 -2.6 1.4 0.14
H -0.3854 -0.8319 3.6046 -0.7 -1.6 0.6 0.39
H -0.3281 0.8857 3.8423 -0.9 0.0 -0.7 0.38
H 0.5793 -2.0090 1.5530 -0.5 0.4 0.0 0.42
H 0.4478 -1.1886 0.0050 0.0 -0.1 -1.1 0.04
H 1.7167 -0.7783 1.2291 0.5 0.3 -0.5 0.39
H -2.5865 -0.0427 2.1220 1.7 0.2 0.2 0.34
H -2.2352 0.3362 0.4993 1.6 -1.4 1.3 0.23
H -1.8339 -1.3038 1.2512 0.1 -0.1 -0.3 0.32
H 0.9861 0.1195 3.2655 1.0 -0.4 0.4 0.40
C 0.6064 0.3812 -1.8973 1.1 -1.6 1.9 0.26
C 1.1152 1.6908 -2.5469 -3.4 -0.3 0.4 -1.01
C -0.3268 -0.7566 -2.6314 3.7 0.5 -0.5 -1.06
H 0.0821 0.6850 -0.9837 -0.2 -0.2 -0.3 -0.15
H 1.5941 -0.0655 -1.4204 -2.1 0.1 -1.2 0.22
H 2.1489 1.7756 -2.4846 1.8 0.0 -0.4 0.30
H 0.6999 1.6611 -3.5573 0.5 0.9 -0.1 0.29
H -0.4738 -1.6163 -1.9668 -0.2 0.5 0.1 0.32
H 0.3568 -1.1982 -3.4622 -1.5 0.8 0.9 0.30
H 0.6959 2.5235 -1.9121 0.3 -0.5 -1.2 0.25
H -1.2733 -0.3866 -3.0106 0.1 0.1 -0.1 0.30
```
Positions in Å, forces in eV/Å.

Properties
- energy (eV) = -7548.662
- E_LUMO (eV) = 1.038
- HOMO (eV) = -10.65
- structure (SMILES) = CC(C)C.CCC
- HOMO-LUMO gap (eV) = 11.7
- ΔE to the lowest compared entry with this formula, charge and spin (eV) = 2.455



- Among the records above, which one has the highest HOMO-LUMO gap?
  C7H18